# CH6N2

A 2-piece molecular cluster, CH6N2 overall in a non-equilibrium geometry (ωB97M-V with the def2-TZVPD basis set, the OMol25 dataset).

Geometry as XYZ:
```
9
Properties=species:S:1:pos:R:3:lowdin_charge:R:1
C -0.910 1.421 0.451 -0.160
N -1.709 0.651 -0.199 0.009
H -0.904 2.513 0.436 0.046
H 0.052 1.116 0.983 0.056
H -1.756 -0.366 -0.055 0.039
N 1.074 -1.443 -0.268 -0.035
H 1.741 -2.239 -0.518 0.036
H 1.513 -0.725 0.333 -0.006
H 0.898 -0.928 -1.163 0.015
```

As for the relative energy (zero: lowest compared OMol25 entry of this formula, charge and spin): 26.2 kcal/mol. The calculated total energy comes out at -4113.1980 eV. Its frontier orbital gap is 10.59 eV. Its LUMO energy is 0.03694 Ha. As for the structure (SMILES): C=N.N. The HOMO energy is -9.5841 eV. As for the spin multiplicity: 1.

---

# C8H12BFNSn

C8H12BFNSn as an isolated structure in a non-equilibrium geometry (ωB97M-V with the def2-TZVPD basis set, the OMol25 dataset).

Geometry as XYZ:
```
24
Properties=species:S:1:pos:R:3:lowdin_charge:R:1
F -2.252 2.536 0.019 -0.359
C -2.265 1.394 1.027 -0.016
C -1.975 0.063 0.139 -0.247
C -1.327 -1.055 1.048 -0.191
B -0.279 -2.021 0.230 -0.457
C 0.895 -0.996 -0.360 -0.255
C 1.806 -0.381 0.681 -0.032
C 2.887 0.614 0.256 -0.029
C 2.864 0.844 -1.261 -0.083
C 1.884 0.087 -2.113 -0.188
N 0.866 -0.848 -1.777 0.055
H -3.264 1.293 1.558 0.156
H -1.403 1.624 1.738 0.152
H -1.291 0.403 -0.746 -0.053
H -2.929 -0.358 -0.333 0.149
H -0.769 -0.641 1.967 0.109
H -2.162 -1.728 1.453 0.127
H 0.261 -2.721 1.040 0.060
H -0.772 -2.689 -0.617 0.047
H 1.678 -0.639 1.778 0.108
H 3.563 1.117 1.010 0.099
H 3.594 1.572 -1.736 0.091
H 1.935 0.320 -3.239 0.099
Sn -1.546 2.210 -1.761 1.657
```

The calculated total energy comes out at -19190.6506 eV. Its frontier orbital gap is 3.61 eV. Its LUMO energy is -0.27757 Ha. The HOMO energy is -11.1580 eV. Its total charge is +1. As for the spin multiplicity: 1.

---

# C26H26Cl56FN3O4P

A 15-piece molecular cluster, C26H26Cl56FN3O4P overall in a non-equilibrium geometry (ωB97M-V with the def2-TZVPD basis set, the OMol25 dataset).

Geometry as XYZ:
```
117
Properties=species:S:1:pos:R:3:lowdin_charge:R:1
C 2.945 -1.297 -2.879 -0.099
O 1.911 -0.381 -3.166 -0.199
C 2.211 0.969 -2.869 -0.252
C 1.668 1.872 -3.950 -0.170
C 0.175 2.083 -3.830 -0.197
C -0.242 2.940 -2.628 -0.190
C -1.588 2.504 -2.076 -0.208
C -2.816 3.069 -2.821 -0.146
C -3.665 1.961 -3.473 -0.138
C -4.976 1.602 -2.792 -0.229
C -4.736 0.845 -1.505 -0.266
F -3.981 1.516 -0.597 0.083
N -6.046 0.517 -0.830 0.152
C -6.848 -0.128 -1.690 -0.392
N -7.310 -1.321 -1.468 0.283
N -7.151 0.496 -2.887 0.082
C -5.864 0.668 -3.635 -0.272
P -6.379 1.255 -5.278 0.387
O -7.334 0.308 -5.843 -0.244
O -7.080 2.660 -5.081 -0.130
O -5.106 1.429 -6.154 -0.097
H 2.770 -2.189 -3.468 0.086
H 2.952 -1.587 -1.829 0.069
H 3.921 -0.900 -3.146 0.088
H 3.285 1.127 -2.791 0.105
H 1.778 1.245 -1.910 0.075
H 1.946 1.475 -4.919 0.120
H 2.175 2.829 -3.870 0.118
H -0.285 1.102 -3.721 0.075
H -0.237 2.500 -4.743 0.112
H -0.326 3.972 -2.968 0.109
H 0.512 2.919 -1.851 0.092
H -1.637 1.422 -2.075 0.075
H -1.639 2.799 -1.032 0.104
H -3.407 3.664 -2.137 0.112
H -2.453 3.710 -3.614 0.105
H -3.894 2.290 -4.479 0.096
H -3.059 1.067 -3.566 0.090
H -5.539 2.501 -2.553 0.161
H -4.258 -0.110 -1.739 0.151
H -5.872 -0.022 0.019 0.117
H -8.071 -1.658 -2.043 0.160
H -6.888 -1.940 -0.780 0.009
H -7.517 1.425 -2.693 0.142
H -5.391 -0.306 -3.734 0.068
H -8.019 2.398 -5.074 0.106
H -5.319 1.118 -7.051 0.124
C 0.734 7.534 -5.453 -2.063
Cl 0.534 9.047 -6.336 0.536
Cl 2.235 6.752 -5.950 0.528
Cl 0.780 7.875 -3.722 0.522
Cl -0.637 6.476 -5.808 0.474
C 3.073 0.876 1.420 -2.037
Cl 4.239 1.446 0.218 0.533
Cl 3.050 -0.885 1.413 0.516
Cl 3.538 1.458 3.015 0.511
Cl 1.461 1.486 1.013 0.529
C -2.633 -2.624 -3.686 -2.026
Cl -1.447 -1.523 -2.991 0.585
Cl -1.825 -3.927 -4.527 0.549
Cl -3.653 -3.285 -2.388 0.505
Cl -3.675 -1.745 -4.826 0.574
C 6.752 -3.231 0.136 -2.063
Cl 7.701 -3.555 -1.314 0.531
Cl 6.108 -1.589 0.070 0.485
Cl 5.408 -4.375 0.228 0.515
Cl 7.772 -3.406 1.563 0.534
C -4.792 6.529 -6.970 -2.034
Cl -3.801 7.241 -5.701 0.513
Cl -5.662 5.110 -6.372 0.537
Cl -5.984 7.730 -7.486 0.506
Cl -3.771 6.064 -8.330 0.525
C 4.794 0.913 7.154 -2.052
Cl 6.209 1.771 7.762 0.537
Cl 5.311 -0.501 6.233 0.526
Cl 3.794 0.397 8.509 0.511
Cl 3.862 1.984 6.099 0.493
C 5.364 -2.591 11.778 -2.054
Cl 6.454 -3.974 11.715 0.498
Cl 3.689 -3.150 11.735 0.524
Cl 5.644 -1.687 13.267 0.533
Cl 5.662 -1.541 10.389 0.493
C -2.175 -6.377 -8.070 -2.062
Cl -0.962 -6.278 -6.786 0.498
Cl -1.387 -6.199 -9.634 0.541
Cl -2.989 -7.937 -7.986 0.537
Cl -3.359 -5.081 -7.853 0.504
C -7.186 -2.843 2.309 -2.028
Cl -6.115 -3.213 0.923 0.542
Cl -8.075 -1.365 1.917 0.516
Cl -8.297 -4.175 2.554 0.582
Cl -6.200 -2.594 3.735 0.581
C -4.627 8.608 -12.042 -2.057
Cl -5.828 8.356 -13.309 0.531
Cl -5.409 8.536 -10.459 0.478
Cl -3.397 7.343 -12.138 0.514
Cl -3.865 10.184 -12.253 0.532
C -8.000 2.856 2.893 -2.053
Cl -9.216 3.993 2.322 0.548
Cl -8.755 1.645 3.929 0.527
Cl -7.260 2.048 1.491 0.490
Cl -6.750 3.710 3.787 0.553
C 10.455 -5.101 11.214 -2.030
Cl 11.737 -4.906 12.436 0.472
Cl 9.176 -6.150 11.818 0.513
Cl 9.793 -3.506 10.853 0.520
Cl 11.130 -5.802 9.745 0.532
C 9.431 -6.342 16.480 -2.057
Cl 10.369 -5.788 15.091 0.479
Cl 9.551 -8.098 16.607 0.527
Cl 10.054 -5.600 17.954 0.529
Cl 7.740 -5.882 16.256 0.519
C 14.162 -9.113 11.517 -2.059
Cl 15.500 -8.522 10.527 0.526
Cl 13.139 -7.754 11.987 0.486
Cl 13.208 -10.271 10.585 0.522
Cl 14.801 -9.902 12.960 0.528
```

The calculated total energy comes out at -753297.8221 eV. Its frontier orbital gap is 7.81 eV. Its LUMO energy is -0.12600 Ha. The HOMO energy is -11.2379 eV. Its total charge is +1. As for the spin multiplicity: 1.

---

# C5H4FNS

One molecule with the formula C5H4FNS in a non-equilibrium geometry (ωB97M-V with the def2-TZVPD basis set, the OMol25 dataset).

Geometry as XYZ:
```
12
Properties=species:S:1:pos:R:3:lowdin_charge:R:1
F -2.168 -1.716 -0.096 -0.005
C -1.291 -0.610 -0.068 -0.272
C -0.002 -1.065 0.349 -0.028
C 0.947 -0.061 0.228 -0.566
S 2.737 -0.469 -0.070 0.754
C 0.459 1.245 0.096 -0.102
C -0.999 1.471 0.085 -0.117
N -1.975 0.537 -0.016 0.135
H 0.142 -2.050 0.308 0.065
H 2.393 -1.804 -0.204 -0.108
H 1.148 1.953 -0.335 0.089
H -1.392 2.569 -0.278 0.155
```

As for the relative energy (zero: lowest compared OMol25 entry of this formula, charge and spin): 42.5 kcal/mol. The calculated total energy comes out at -20290.6650 eV. Its frontier orbital gap is 9.75 eV. Its LUMO energy is 0.00610 Ha. As for the structure (SMILES): Fc1cc(S)ccn1. The HOMO energy is -9.5793 eV. As for the spin multiplicity: 1.